(1)
The following is a quantum chemistry calculation of an isolated molecule of C2HNS2 in a non-equilibrium geometry, from the OMol25 dataset.

Results
Molecular weight = 103.17 g mol⁻¹
HOMO energy = -9.77 eV
LUMO level = -1.3 eV
Frontier orbital gap = 0.312 hartree

Geometry (Å):
1 C -1.254966 1.019283 0.161465
2 C 0.880102 -0.695559 -0.026497
3 N -1.191325 2.151794 -0.052682
4 S 1.547342 -2.084541 0.111810
5 S -1.259346 -0.636634 0.180648
6 H 1.278192 0.245657 -0.374744

Atomic forces in eV per Å
-0.2 1.0 -0.7
-2.7 -0.5 -0.2
0.0 0.1 0.4
0.6 -0.6 0.2
2.7 -0.5 0.1
-0.3 0.5 0.2

(2)
The following is a quantum chemistry calculation of a structure of composition C19H28NO5V in a non-equilibrium geometry, from the OMol25 dataset.

Results
Molecular weight = 401.38 g mol⁻¹
HOMO energy (alpha / beta) = -5.91 / -5.91 eV
Spin multiplicity = 3
LUMO level (alpha / beta) = -1.0 / -1.7 eV
Frontier orbital gap (alpha / beta) = 0.181 / 0.156 hartree

Geometry (Å):
1 O -0.333987 0.439199 -1.349114
2 C -1.209853 -0.772319 -1.720341
3 C -2.393626 0.027048 -2.138615
4 H -1.492619 -1.360309 -0.837586
5 H -0.730260 -1.413990 -2.463786
6 C -1.428080 1.210624 -1.994819
7 H -3.106055 0.011540 -1.290614
8 H -2.804220 -0.187665 -3.131210
9 C -2.093302 2.243311 -1.129059
10 H -2.418142 1.803166 -0.177329
11 H -2.978768 2.563536 -1.699471
12 H -1.448240 3.100997 -0.938300
13 C -0.922338 1.685719 -3.345025
14 H -0.579157 0.846063 -3.965815
15 H -0.118721 2.417648 -3.208986
16 H -1.727212 2.170869 -3.905923
17 V 1.652335 0.275168 0.093854
18 C 3.672759 -0.820079 -0.368751
19 C 2.679834 -1.700194 0.168157
20 C 1.564767 -1.736167 -0.760320
21 H 2.768323 -2.264976 1.089769
22 C 1.893953 -0.851264 -1.861814
23 C 3.207926 -0.322318 -1.622109
24 H 3.788633 0.272274 -2.313871
25 H 4.641912 -0.634236 0.089834
26 H 0.644161 -2.268235 -0.598159
27 H 1.250625 -0.636829 -2.711890
28 C 2.449452 1.433905 1.839884
29 C 2.712362 2.300117 0.755709
30 C 1.458590 2.690241 0.163552
31 H 3.696698 2.694541 0.505517
32 C 0.417170 2.080965 0.889612
33 C 0.977472 1.293518 2.000706
34 H 0.394666 1.068642 2.893950
35 H 3.177612 0.966346 2.490332
36 H 1.344377 3.403530 -0.648240
37 H -0.644352 2.207696 0.768552
38 O -3.212274 -0.411205 1.073618
39 C -1.774294 -0.650680 1.251462
40 C -1.526935 -2.192087 1.370288
41 H -1.439676 -0.109282 2.152387
42 H -1.175593 -0.112772 0.501707
43 C -2.946937 -2.813812 1.210055
44 H -1.016512 -2.357851 2.337036
45 H -0.833736 -2.665457 0.649028
46 C -3.782063 -1.586091 1.629023
47 H -3.152777 -3.707691 1.817799
48 H -3.242982 -3.067285 0.166796
49 H -3.628876 -1.366150 2.698934
50 H -4.836003 -1.605534 1.341163
51 O 4.561956 0.000623 4.618360
52 N 4.280543 -0.179620 3.431960
53 O 4.873957 -0.989078 2.707720
54 O 0.887503 -0.424115 1.474384

Atoms 1-6, force components in eV/Å:
-2.8 -1.6 -0.9
1.0 -1.2 0.9
0.4 0.2 0.4
0.8 0.1 -0.5
0.1 0.3 0.0
-0.8 0.7 -0.7

(3)
The following is a quantum chemistry calculation of a structure of composition C5H4O4Rh in a non-equilibrium geometry, from the OMol25 dataset.

Results
Molecular weight = 230.99 g mol⁻¹
HOMO energy (alpha / beta) = -22.75 / -23.26 eV
Spin multiplicity = 5
LUMO level (alpha / beta) = -15.7 / -18.6 eV
Net charge = +3
Frontier orbital gap (alpha / beta) = 0.260 / 0.172 hartree

Geometry (Å):
1 C -2.133066 1.760764 1.719577
2 C -2.642700 2.387470 0.780418
3 H -3.216209 2.825306 -0.028349
4 H -1.611817 1.650162 0.512253
5 O 1.628294 -0.993376 0.659058
6 C 0.478843 -0.329642 0.776808
7 O -0.363472 -0.702091 1.630520
8 O 0.139884 0.229718 -0.349801
9 Rh -1.179110 0.332770 2.869932
10 C 1.817696 -1.417550 -1.176786
11 C 1.227754 -0.300277 -1.578258
12 O 2.154779 -2.547287 -1.582047
13 H 0.587149 -0.249662 -2.466269
14 H 3.111973 -2.646304 -1.767056

Atoms 1-6, force components in eV/Å:
-0.1 0.5 -1.0
0.0 -0.5 0.2
0.1 0.3 0.1
-0.6 0.6 0.3
0.2 -0.9 -1.5
2.4 -5.3 -2.4

(4)
The following is a quantum chemistry calculation of an isolated molecule of C6H12Se in a non-equilibrium geometry, from the OMol25 dataset.

Results
Molecular weight = 163.12 g mol⁻¹
HOMO energy = -7.90 eV
LUMO level = 0.2 eV
Frontier orbital gap = 0.299 hartree

Geometry (Å):
1 C 2.075998 0.275509 0.755906
2 C 1.297866 -1.107294 0.559622
3 C 1.220085 1.506629 0.621203
4 C 0.481919 -1.300344 -0.677228
5 C -0.877002 -0.714702 -0.932736
6 C -3.490875 0.472968 -0.770935
7 Se -2.049999 -0.157132 0.467118
8 H 2.726934 0.157549 1.761800
9 H 2.811527 0.315809 -0.018293
10 H 1.968841 -1.973056 0.335861
11 H 0.711472 -1.504106 1.346506
12 H 0.510450 1.682604 1.513171
13 H 1.811369 2.421741 0.728570
14 H 1.038730 -1.018650 -1.594236
15 H 0.271739 -2.350665 -0.798244
16 H 0.653272 1.521504 -0.296254
17 H -4.377700 -0.139568 -0.674984
18 H -3.781421 1.550778 -0.584393
19 H -3.003204 0.360433 -1.742445

Atoms 1-6, force components in eV/Å:
0.2 -2.4 2.0
1.9 -0.4 -0.9
-0.8 1.1 2.7
-1.4 2.0 -1.1
-1.2 0.6 0.9
0.4 1.0 0.4

no.,total energy (Ha)
1,-927.8641
2,-2115.4061
3,-602.6892
4,-2637.0910